(1)
C62H66Br6N8O25 as an isolated structure at a distorted geometry. Source: the OMol25 dataset; level of theory: ωB97M-V/def2-TZVPD.

Each line ends with the Löwdin charge.
Positions of all 167 atoms, in Å:
C  7.01  -0.67  -1.63  -0.06
C  5.79  -0.28  -2.17  -0.05
C  4.85  0.36  -1.39  0.00
C  5.16  0.63  -0.06  -0.15
C  6.35  0.25  0.51  0.00
C  7.28  -0.42  -0.29  -0.09
N  4.13  1.24  0.78  -0.33
O  4.34  1.34  1.96  0.09
O  3.09  1.59  0.23  0.05
H  7.73  -1.29  -2.15  0.11
H  5.58  -0.49  -3.21  0.10
H  3.89  0.66  -1.79  0.10
H  6.66  0.60  1.49  0.13
H  8.25  -0.63  0.13  0.11
C  -0.84  -0.73  -1.78  -0.07
C  0.20  -0.46  -0.90  -0.06
C  -0.03  0.38  0.18  0.00
C  -1.31  0.88  0.37  -0.16
C  -2.34  0.64  -0.51  0.00
C  -2.11  -0.21  -1.59  -0.04
N  -1.49  1.82  1.48  -0.31
O  -0.67  1.78  2.39  0.03
O  -2.39  2.63  1.41  0.03
H  -0.68  -1.41  -2.61  0.08
H  1.22  -0.73  -1.10  0.10
H  0.79  0.67  0.81  0.10
H  -3.30  1.11  -0.36  0.06
H  -2.89  -0.42  -2.31  0.10
C  1.19  3.58  -1.34  -0.05
C  -0.05  3.98  -0.85  -0.06
C  -1.20  3.74  -1.58  -0.01
C  -1.09  3.20  -2.84  -0.15
C  0.13  2.80  -3.35  0.00
C  1.27  2.98  -2.59  -0.06
N  -2.30  2.97  -3.64  -0.35
O  -2.18  2.48  -4.74  0.07
O  -3.36  3.29  -3.14  0.07
H  2.05  3.66  -0.69  0.10
H  -0.15  4.42  0.13  0.05
H  -2.17  3.86  -1.12  0.11
H  0.19  2.34  -4.33  0.11
H  2.22  2.56  -2.90  0.09
C  6.84  -4.53  -0.92  -0.07
C  5.61  -4.48  -1.56  -0.06
C  4.56  -3.82  -0.96  0.00
C  4.78  -3.14  0.21  -0.15
C  6.02  -3.08  0.79  -0.02
C  7.08  -3.76  0.21  -0.07
N  3.69  -2.38  0.82  -0.32
O  3.93  -1.74  1.82  0.09
O  2.60  -2.44  0.28  0.07
H  7.63  -5.20  -1.23  0.11
H  5.43  -4.98  -2.51  0.11
H  3.59  -3.73  -1.44  0.12
H  6.14  -2.59  1.75  0.13
H  8.02  -3.85  0.74  0.11
C  -2.49  2.57  5.23  -0.06
C  -3.74  3.11  4.97  -0.08
C  -4.44  3.74  5.98  0.00
C  -3.84  3.85  7.23  -0.15
C  -2.60  3.30  7.50  -0.01
C  -1.90  2.69  6.48  -0.08
N  -4.55  4.59  8.29  -0.36
O  -3.96  4.78  9.33  0.07
O  -5.68  4.97  8.06  0.07
H  -1.95  2.03  4.45  0.09
H  -4.17  2.99  3.99  0.06
H  -5.45  4.07  5.82  0.12
H  -2.20  3.32  8.50  0.12
H  -0.90  2.30  6.68  0.11
C  0.73  -7.13  -6.24  -0.06
C  1.45  -6.87  -5.08  -0.06
C  1.05  -5.83  -4.25  -0.01
C  -0.02  -5.04  -4.62  -0.16
C  -0.67  -5.24  -5.82  0.00
C  -0.33  -6.31  -6.62  -0.05
N  -0.45  -3.95  -3.75  -0.33
O  -1.02  -3.01  -4.26  0.08
O  -0.13  -4.01  -2.57  0.07
H  1.06  -7.93  -6.88  0.11
H  2.31  -7.45  -4.79  0.11
H  1.54  -5.72  -3.29  0.12
H  -1.39  -4.48  -6.11  0.12
H  -0.89  -6.54  -7.52  0.11
C  0.12  -4.23  0.98  -0.07
C  -0.62  -3.08  0.73  -0.06
C  -1.23  -2.42  1.78  0.01
C  -1.14  -2.95  3.06  -0.15
C  -0.37  -4.06  3.32  0.00
C  0.23  -4.73  2.27  -0.06
N  -1.84  -2.30  4.17  -0.32
O  -2.54  -1.32  3.97  0.05
O  -1.67  -2.78  5.28  0.06
H  0.61  -4.72  0.14  0.10
H  -0.72  -2.77  -0.30  0.08
H  -1.90  -1.59  1.55  0.11
H  -0.23  -4.37  4.34  0.12
H  0.86  -5.58  2.53  0.11
C  -2.40  6.22  1.80  -0.07
C  -1.43  7.06  1.26  -0.10
C  -1.50  7.48  -0.05  0.00
C  -2.57  7.07  -0.82  -0.16
C  -3.52  6.21  -0.32  -0.02
C  -3.43  5.77  0.98  -0.07
N  -2.72  7.63  -2.16  -0.35
O  -1.76  8.19  -2.65  0.07
O  -3.81  7.51  -2.69  0.08
H  -2.32  5.91  2.83  0.10
H  -0.55  7.28  1.85  0.08
H  -0.72  8.08  -0.50  0.12
H  -4.33  5.81  -0.93  0.12
H  -4.09  5.00  1.35  0.08
C  -0.33  -2.55  8.11  -0.05
C  0.69  -1.42  8.04  -0.21
O  0.48  -0.58  6.92  0.03
C  1.21  -0.85  5.84  -0.62
O  2.06  -1.70  5.75  0.13
O  0.82  -0.04  4.87  -0.02
C  1.46  -0.16  3.60  -0.05
H  -1.19  -2.26  8.70  0.08
H  0.17  -3.42  8.54  0.08
H  -0.61  -2.88  7.11  0.05
H  1.71  -1.79  8.09  0.12
H  0.57  -0.81  8.94  0.12
H  0.99  -0.97  3.04  0.09
H  2.50  -0.47  3.73  0.08
H  1.38  0.78  3.08  0.06
C  -6.94  -1.18  -4.92  -0.06
C  -5.83  -1.44  -3.93  -0.22
O  -5.78  -2.85  -3.66  0.04
C  -4.93  -3.20  -2.71  -0.61
O  -4.06  -2.51  -2.24  0.11
O  -5.17  -4.47  -2.39  0.01
C  -4.18  -5.12  -1.60  -0.04
H  -6.67  -1.43  -5.94  0.08
H  -7.25  -0.13  -4.85  0.08
H  -7.84  -1.75  -4.67  0.08
H  -5.98  -0.86  -3.02  0.09
H  -4.89  -1.11  -4.37  0.13
H  -3.99  -4.56  -0.68  0.10
H  -3.25  -5.27  -2.14  0.09
H  -4.62  -6.06  -1.26  0.10
C  3.79  3.05  -6.14  -0.05
C  4.83  2.05  -5.71  -0.20
O  4.37  0.71  -5.98  0.04
C  3.54  0.17  -5.11  -0.61
O  3.30  0.60  -4.01  0.09
O  3.01  -0.92  -5.65  0.02
C  1.89  -1.46  -4.97  -0.04
H  2.85  2.84  -5.62  0.07
H  3.68  3.11  -7.22  0.08
H  4.10  4.06  -5.85  0.09
H  5.05  2.15  -4.64  0.12
H  5.76  2.13  -6.27  0.13
H  1.65  -2.40  -5.45  0.09
H  1.02  -0.81  -5.04  0.10
H  2.09  -1.69  -3.92  0.09
C  -6.25  0.94  1.17  -1.62
Br  -6.53  -0.61  0.08  0.61
Br  -5.67  2.51  0.22  0.63
Br  -5.10  0.54  2.65  0.65
H  -7.23  1.21  1.53  -0.04
C  0.85  4.05  4.51  -1.61
Br  0.43  5.38  5.83  0.60
Br  2.52  3.22  4.96  0.62
Br  0.91  4.81  2.74  0.66
H  0.08  3.30  4.50  -0.06

Calculated values
- ΔE to the lowest compared entry with this formula, charge and spin (kcal/mol) = 0.0
- DFT total energy (Eh) = -20164.6097

***

(2)
C62H80N5O3RuSbTe as an isolated structure. Source: the OMol25 dataset; level of theory: ωB97M-V/def2-TZVPD.

Each line ends with the Löwdin spin population.
Positions of all 153 atoms, in Å:
Ru  -1.03  -0.46  -1.35  1.68
C  3.52  10.45  5.44  0.00
O  3.00  9.27  6.01  0.00
C  2.60  8.28  5.17  0.00
C  2.60  8.39  3.78  0.00
C  2.18  7.31  3.01  0.00
C  1.76  6.13  3.60  0.00
C  1.75  6.04  4.99  0.00
C  2.17  7.10  5.77  0.00
C  1.35  5.01  2.74  -0.01
N  1.13  5.10  1.45  0.00
C  0.79  3.83  1.06  -0.01
C  0.80  2.96  2.13  0.01
N  1.16  3.74  3.21  0.00
C  0.51  1.56  2.05  0.02
C  0.56  0.64  3.08  0.15
C  0.32  -0.73  2.79  0.11
C  -0.02  -1.09  1.51  0.07
N  -0.14  -0.21  0.50  0.19
C  0.19  1.11  0.74  0.12
C  0.20  1.97  -0.37  0.07
N  -0.09  1.41  -1.58  0.10
C  -0.12  2.17  -2.67  0.02
C  0.14  3.53  -2.64  0.09
C  0.44  4.13  -1.41  0.04
C  0.48  3.36  -0.27  0.05
H  3.86  11.07  6.27  0.00
H  2.76  10.99  4.87  0.00
H  4.37  10.23  4.79  0.00
H  2.91  9.30  3.29  0.00
H  2.18  7.38  1.93  0.00
H  1.40  5.15  5.49  0.00
H  2.16  7.05  6.85  0.00
H  1.29  3.42  4.15  0.00
H  0.81  0.95  4.09  0.01
H  0.41  -1.49  3.55  0.00
H  -0.19  -2.13  1.26  0.00
H  -0.38  1.66  -3.59  0.00
H  0.10  4.10  -3.55  0.01
H  0.64  5.19  -1.34  0.00
C  -6.69  -3.37  6.11  0.00
C  -5.97  -3.05  4.83  0.01
C  -5.30  -1.85  4.66  0.00
C  -4.63  -1.53  3.48  0.03
C  -3.91  -0.21  3.39  0.01
C  -4.63  -2.47  2.44  0.09
Te  -3.39  -1.95  0.74  0.45
N  -2.48  -1.96  -1.38  0.18
C  -2.81  -1.60  -2.58  0.03
O  -1.99  -0.73  -3.13  0.05
C  -3.94  -2.11  -3.38  0.00
C  -5.11  -2.57  -2.77  0.00
C  -6.14  -3.08  -3.53  0.00
C  -6.01  -3.15  -4.91  0.00
C  -4.85  -2.69  -5.53  0.00
C  -3.82  -2.16  -4.76  0.00
C  -2.38  -3.81  1.07  0.02
C  -1.76  -3.83  2.32  0.01
C  -0.97  -4.88  2.72  0.00
C  -0.78  -5.96  1.86  0.00
C  -1.42  -5.96  0.63  0.00
C  -2.24  -4.90  0.21  0.01
C  -2.99  -5.10  -1.08  0.00
C  -5.34  -3.67  2.57  0.01
C  -5.43  -4.68  1.46  0.01
C  -5.99  -3.94  3.76  0.00
H  -6.55  -2.58  6.85  0.00
H  -6.34  -4.31  6.53  0.00
H  -7.77  -3.47  5.93  0.00
H  -5.29  -1.13  5.48  0.00
H  -4.19  0.43  4.22  0.00
H  -4.15  0.33  2.47  0.00
H  -2.83  -0.33  3.41  0.00
H  -5.20  -2.51  -1.69  0.01
H  -7.05  -3.42  -3.05  0.00
H  -6.81  -3.55  -5.51  0.00
H  -4.75  -2.74  -6.60  0.00
H  -2.92  -1.79  -5.22  0.00
H  -1.89  -2.98  2.99  0.01
H  -0.49  -4.87  3.69  0.00
H  -0.16  -6.79  2.14  0.00
H  -1.30  -6.80  -0.03  0.00
H  -2.46  -5.80  -1.73  0.00
H  -3.14  -4.18  -1.62  0.00
H  -3.97  -5.54  -0.87  0.00
H  -5.31  -4.22  0.47  0.01
H  -6.39  -5.19  1.48  0.00
H  -4.65  -5.44  1.55  0.00
H  -6.53  -4.88  3.87  0.00
C  -3.75  2.56  -0.03  0.01
C  -3.64  1.43  -1.06  0.03
C  -3.54  2.00  -2.46  0.00
O  -2.56  0.62  -0.68  0.21
H  -4.66  3.14  -0.18  0.00
H  -2.88  3.22  -0.13  0.00
H  -3.75  2.15  0.98  0.00
H  -4.57  0.83  -1.00  0.00
H  -2.76  2.76  -2.50  0.00
H  -4.48  2.47  -2.74  0.00
H  -3.30  1.23  -3.20  0.00
C  3.81  3.00  -1.31  0.00
C  4.46  1.77  -0.66  0.00
C  5.97  1.98  -0.64  0.00
C  3.95  1.66  0.78  0.00
Sb  3.58  0.01  -1.67  0.00
C  4.79  -1.66  -0.89  0.00
C  4.95  -2.76  -1.93  0.00
C  3.95  -2.21  0.27  0.00
C  6.18  -1.29  -0.36  0.00
C  4.16  0.33  -3.79  0.00
C  3.99  -0.95  -4.61  0.00
C  5.57  0.86  -3.99  0.00
C  3.14  1.33  -4.33  0.00
H  3.96  3.87  -0.66  0.00
H  2.74  2.88  -1.46  0.00
H  4.27  3.23  -2.27  0.00
H  6.18  3.02  -0.35  0.00
H  6.45  1.81  -1.60  0.00
H  6.46  1.35  0.10  0.00
H  4.24  2.56  1.34  0.00
H  4.37  0.80  1.30  0.00
H  2.86  1.58  0.82  0.00
H  4.01  -3.03  -2.41  0.00
H  5.35  -3.66  -1.45  0.00
H  5.66  -2.48  -2.71  0.00
H  3.00  -2.61  -0.08  0.00
H  3.72  -1.44  1.01  0.00
H  4.49  -3.01  0.78  0.00
H  6.80  -0.81  -1.12  0.00
H  6.69  -2.21  -0.04  0.00
H  6.12  -0.64  0.51  0.00
H  4.65  -1.75  -4.32  0.00
H  4.21  -0.72  -5.66  0.00
H  2.96  -1.32  -4.58  0.00
H  6.33  0.20  -3.56  0.00
H  5.70  1.85  -3.55  0.00
H  5.79  0.96  -5.06  0.00
H  2.12  0.94  -4.23  0.00
H  3.32  1.51  -5.40  0.00
H  3.17  2.30  -3.83  0.00
C  -0.04  -2.77  -4.05  0.00
C  0.84  -2.72  -2.81  0.01
C  1.32  -4.14  -2.48  0.00
C  0.23  -2.14  -1.53  0.02
H  0.51  -3.24  -4.87  0.00
H  -0.34  -1.77  -4.37  0.00
H  -0.94  -3.36  -3.87  0.00
H  1.72  -2.13  -3.05  0.00
H  0.46  -4.79  -2.29  0.00
H  1.94  -4.16  -1.58  0.00
H  1.90  -4.57  -3.30  0.00
H  1.06  -1.87  -0.86  0.01
H  -0.34  -2.92  -1.02  0.00

Calculated values
- 2S+1 = 5
- ΔE to the lowest compared entry with this formula, charge and spin (kcal/mol) = 0.0
- DFT total energy (Eh) = -3513.0772